# 1
Computed, not measured: a 2-piece molecular cluster, C4H5N3 overall, with the ωB97M-V functional and the def2-TZVPD basis.

Calculated values
gap between HOMO and LUMO = 11.153 eV
energy relative to the best compared isomer or geometry (same formula, charge and spin) = 68.65 kcal/mol
E_HOMO = -11.39 eV
charge = 0

Each line ends with the natural charge from an NBO analysis.
Cartesian coordinates (Å):
C1 -1.820 1.029 0.801  -0.438
N1 0.047 -0.772 -1.039  -0.542
C2 1.172 -0.912 -0.469  0.030
C3 2.341 -1.495 -1.108  0.190
N2 3.260 -1.963 -1.632  -0.255
C4 0.582 1.599 1.602  0.253
N3 -0.508 1.357 1.244  -0.511
H1 -1.799 0.032 0.359  0.250
H2 -2.136 1.744 0.039  0.225
H3 -2.509 1.065 1.647  0.222
H4 0.068 -1.115 -2.001  0.350
H5 1.302 -0.569 0.557  0.225

Force components x, y, z for each atom (eV/Å):
C -0.2 0.0 0.0
N 0.4 -0.1 0.0
C -0.3 0.1 -0.1
C 0.8 -0.4 -0.5
N -0.9 0.4 0.5
C -1.1 -0.2 -0.3
N 1.1 0.3 0.4
H 0.0 0.2 0.1
H 0.0 -0.1 0.1
H 0.1 0.0 -0.1
H 0.0 0.0 0.1
H 0.0 -0.1 -0.2

# 2
Computed, not measured: a 3-piece molecular cluster, C5H2N3O6 overall, with the ωB97M-V functional and the def2-TZVPD basis.

Calculated values
gap between HOMO and LUMO (spin up / spin down) = 6.523 / 4.631 eV
energy relative to the best compared isomer or geometry (same formula, charge and spin) = 83.04 kcal/mol
E_HOMO (spin up / spin down) = -4.00 / -4.35 eV
charge = -1

Each line ends with the natural charge from an NBO analysis.
Cartesian coordinates (Å):
C1 -0.868 -1.243 -0.632  -0.012
C2 -0.008 -0.696 1.539  0.503
C3 1.477 -1.249 -0.363  0.730
C4 1.154 2.268 1.543  1.036
C5 -1.082 -0.845 0.668  -0.136
N1 0.384 -1.422 -1.150  -0.617
N2 1.267 -1.092 1.001  -0.631
N3 -2.293 1.234 -2.494  0.540
O1 0.069 2.664 1.517  -0.515
O2 0.103 -0.513 2.749  -0.702
O3 2.659 -1.226 -0.737  -0.710
O4 2.248 1.877 1.642  -0.522
O5 -2.414 0.252 -3.165  -0.261
O6 -3.036 2.159 -2.414  -0.279
H1 -1.659 -1.354 -1.275  0.173
H2 1.999 -0.812 1.571  0.403

Force components x, y, z for each atom (eV/Å):
C 3.1 0.7 2.0
C 2.6 -2.0 1.5
C 1.0 0.2 0.4
C 0.8 -0.6 0.7
C 0.0 0.0 -1.2
N -1.1 -0.1 -0.4
N -3.6 0.2 -2.2
N -1.3 -0.6 -1.2
O -0.2 0.2 -0.3
O -1.4 1.3 1.0
O -0.5 -0.2 -0.5
O -0.6 0.4 -0.3
O 0.8 0.1 0.6
O 0.5 0.5 0.6
H -1.8 -0.5 -1.7
H 1.7 0.4 1.1

# 3
Computed, not measured: C30H87BrFN33O19P as an isolated structure, with the ωB97M-V functional and the def2-TZVPD basis.

Calculated values
gap between HOMO and LUMO = 7.884 eV
E_HOMO = -10.87 eV
charge = +1

Each line ends with the Löwdin charge.
Cartesian coordinates (Å):
C1 -0.908 3.193 2.558  0.129
C2 -0.460 2.616 1.634  -0.143
C3 0.005 1.980 0.451  -0.194
C4 1.410 2.433 0.068  -0.165
C5 2.639 1.652 0.600  -0.164
C6 2.457 0.222 1.053  -0.309
C7 1.764 0.003 2.420  -0.106
C8 2.401 0.882 3.508  -0.119
C9 1.472 1.715 4.384  -0.201
F1 1.886 3.018 4.317  -0.038
C10 3.919 -0.367 1.369  -0.242
C11 5.127 0.562 1.399  -0.009
C12 4.148 -1.520 0.528  0.039
N1 3.150 -1.765 -0.198  0.101
C13 2.061 -0.816 -0.025  -0.614
Br1 1.890 -0.098 -1.854  1.005
C14 0.867 -1.731 0.256  -0.188
P1 0.210 -2.539 -1.215  0.308
O1 1.237 -3.128 -2.050  -0.277
O2 -0.772 -1.614 -1.990  -0.124
O3 -0.747 -3.698 -0.712  -0.100
H1 -1.413 3.778 3.248  0.026
H2 -0.656 2.332 -0.321  0.113
H3 -0.132 0.917 0.491  0.089
H4 1.517 3.465 0.333  0.120
H5 1.459 2.397 -0.999  0.054
H6 3.335 1.626 -0.212  0.064
H7 3.113 2.249 1.346  0.106
H8 1.877 -1.032 2.680  0.100
H9 0.703 0.179 2.380  0.105
H10 3.164 1.542 3.143  0.091
H11 2.894 0.199 4.177  0.113
H12 1.576 1.413 5.408  0.113
H13 0.436 1.586 4.134  0.085
H14 3.967 -0.822 2.353  0.154
H15 4.969 1.300 2.156  0.083
H16 5.287 1.102 0.486  0.066
H17 6.000 0.015 1.699  0.092
H18 5.063 -2.065 0.579  0.167
H19 3.150 -2.541 -0.858  0.165
H20 1.222 -2.524 0.899  0.083
H21 0.055 -1.267 0.782  0.107
H22 -1.692 -1.769 -1.730  0.075
H23 -0.263 -4.271 -0.115  0.080
C15 2.015 -4.388 3.676  -0.650
O4 1.159 -3.694 3.102  -0.020
N2 3.278 -4.526 3.154  0.154
N3 1.792 -5.038 4.823  0.200
H24 3.996 -5.075 3.586  0.097
H25 3.477 -4.055 2.296  0.075
H26 0.881 -4.972 5.252  0.093
H27 2.488 -5.596 5.275  0.109
C16 6.030 3.497 -1.290  -0.662
O5 5.125 3.286 -0.482  -0.009
N4 6.083 2.858 -2.502  0.157
N5 7.034 4.368 -1.052  0.179
H28 6.808 3.015 -3.176  0.097
H29 5.351 2.210 -2.714  0.092
H30 7.024 4.851 -0.174  0.093
H31 7.787 4.562 -1.696  0.053
C17 -0.052 1.687 -5.552  -0.686
O6 0.392 2.490 -6.346  0.038
N6 0.758 0.848 -4.817  0.127
N7 -1.387 1.539 -5.289  0.154
H32 0.400 0.189 -4.151  0.029
H33 1.747 0.917 -4.958  0.088
H34 -2.034 2.136 -5.786  0.065
H35 -1.747 0.878 -4.628  0.093
C18 -4.977 -1.282 -1.425  -0.666
O7 -3.992 -1.517 -0.730  0.000
N8 -5.352 -2.121 -2.441  0.155
N9 -5.761 -0.191 -1.244  0.178
H36 -6.151 -1.972 -3.029  0.102
H37 -4.790 -2.937 -2.581  0.078
H38 -5.508 0.442 -0.509  0.111
H39 -6.574 0.014 -1.803  0.082
C19 -2.970 -4.625 2.797  -0.714
O8 -4.157 -4.797 3.015  0.030
N10 -2.484 -4.281 1.560  0.154
N11 -2.005 -4.765 3.749  0.180
H40 -1.510 -4.142 1.396  0.057
H41 -3.130 -4.171 0.800  0.106
H42 -2.301 -5.024 4.675  0.086
H43 -1.015 -4.629 3.570  0.071
C20 -4.972 -4.166 -5.490  -0.674
O9 -5.884 -4.408 -4.711  0.007
N12 -4.840 -4.798 -6.694  0.158
N13 -4.016 -3.240 -5.191  0.163
H44 -4.098 -4.612 -7.340  0.096
H45 -5.533 -5.482 -6.933  0.104
H46 -4.105 -2.775 -4.309  0.058
H47 -3.247 -3.009 -5.790  0.099
C21 -1.437 -6.848 7.400  -0.665
O10 -0.902 -6.035 6.656  0.005
N14 -0.717 -7.742 8.142  0.154
N15 -2.790 -6.921 7.546  0.161
H48 -1.133 -8.414 8.756  0.095
H49 0.280 -7.711 8.058  0.100
H50 -3.347 -6.277 7.017  0.104
H51 -3.247 -7.577 8.149  0.097
C22 10.234 6.243 -2.820  -0.657
O11 9.417 5.586 -2.185  -0.002
N16 10.362 7.586 -2.643  0.171
N17 11.071 5.679 -3.741  0.155
H52 11.020 8.150 -3.143  0.099
H53 9.759 8.023 -1.966  0.099
H54 10.997 4.692 -3.887  0.101
H55 11.745 6.199 -4.268  0.096
C23 -2.742 4.416 -2.716  -0.678
O12 -2.669 3.573 -1.834  0.007
N18 -1.926 4.397 -3.811  0.163
N19 -3.648 5.443 -2.674  0.149
H56 -1.962 5.071 -4.551  0.101
H57 -1.259 3.651 -3.865  0.078
H58 -4.260 5.482 -1.882  0.099
H59 -3.725 6.144 -3.385  0.091
C24 -9.925 0.459 -2.249  -0.681
O13 -8.940 1.168 -2.381  0.011
N20 -9.991 -0.543 -1.316  0.151
N21 -11.042 0.610 -3.023  0.152
H60 -10.790 -1.134 -1.192  0.094
H61 -9.191 -0.679 -0.729  0.096
H62 -11.025 1.335 -3.713  0.103
H63 -11.861 0.042 -2.933  0.094
C25 -3.836 2.262 -8.261  -0.665
O14 -2.983 2.819 -7.593  0.019
N22 -3.675 0.985 -8.730  0.153
N23 -5.016 2.867 -8.598  0.154
H64 -4.358 0.506 -9.284  0.091
H65 -2.817 0.521 -8.503  0.100
H66 -5.161 3.802 -8.271  0.103
H67 -5.728 2.428 -9.148  0.093
C26 -6.228 -7.993 -2.238  -0.687
O15 -6.239 -8.755 -1.289  0.019
N24 -5.275 -8.059 -3.226  0.146
N25 -7.156 -7.002 -2.409  0.154
H68 -5.250 -7.438 -4.012  0.079
H69 -4.576 -8.770 -3.141  0.095
H70 -7.868 -6.914 -1.712  0.100
H71 -7.148 -6.369 -3.189  0.077
C27 7.100 8.528 0.364  -0.670
O16 8.110 9.164 0.135  0.031
N26 7.041 7.575 1.360  0.137
N27 5.942 8.697 -0.343  0.157
H72 6.222 7.033 1.563  0.090
H73 7.874 7.422 1.896  0.103
H74 5.949 9.381 -1.074  0.104
H75 5.102 8.181 -0.167  0.093
C28 -1.116 -8.096 2.059  -0.680
O17 -0.257 -7.591 2.768  0.001
N28 -1.037 -9.399 1.639  0.146
N29 -2.212 -7.411 1.629  0.172
H76 -1.726 -9.837 1.059  0.091
H77 -0.243 -9.930 1.937  0.096
H78 -2.316 -6.448 1.918  0.047
H79 -2.918 -7.816 1.044  0.102
C29 -2.132 0.756 6.191  -0.689
O18 -1.113 0.437 6.783  0.013
N30 -2.771 -0.077 5.322  0.155
N31 -2.717 1.987 6.357  0.147
H80 -3.610 0.166 4.831  0.094
H81 -2.371 -0.985 5.180  0.100
H82 -2.273 2.623 6.990  0.100
H83 -3.552 2.272 5.884  0.089
C30 6.138 9.436 5.132  -0.680
O19 6.584 10.410 4.564  0.038
N32 6.181 8.176 4.579  0.143
N33 5.552 9.506 6.372  0.144
H84 5.818 7.359 5.031  0.087
H85 6.603 8.090 3.673  0.056
H86 5.505 10.409 6.802  0.101
H87 5.178 8.714 6.856  0.087

Force components x, y, z for each atom (eV/Å):
C -0.6 0.8 0.9
C 0.2 -0.9 -0.5
C 0.5 0.4 -0.7
C 0.3 -0.8 0.0
C -1.4 0.3 -0.8
C 2.1 -1.5 1.1
C -0.3 0.9 -0.6
C -0.5 -0.8 0.4
C 0.6 -0.9 0.1
F -0.2 1.0 -0.2
C 0.8 0.8 0.5
C -0.3 0.1 0.0
C 0.1 1.1 0.6
N 1.1 -0.8 -0.4
C -1.9 -0.4 -1.2
Br 0.3 0.7 0.0
C -0.4 0.3 -0.3
P -0.2 -1.1 -0.2
O 2.0 -0.2 -0.6
O -0.8 0.5 -0.1
O -0.7 0.4 0.7
H -0.3 0.5 1.0
H -0.4 0.1 -0.6
H 0.1 -0.7 0.0
H 0.1 0.6 0.2
H 0.0 0.1 -0.6
H 0.6 0.2 -0.5
H 0.3 0.1 0.7
H -0.1 -0.7 0.2
H -0.5 0.3 -0.1
H 0.2 0.3 -0.2
H 0.5 -0.3 0.4
H 0.0 -0.1 0.6
H -0.5 0.4 -0.4
H -0.4 -0.1 0.6
H 0.0 0.5 0.5
H 0.2 0.2 -0.6
H 0.6 -0.4 0.0
H 0.4 -0.7 -0.4
H -0.8 0.0 -0.4
H 0.0 -0.4 0.5
H -0.3 0.5 0.3
H -0.5 0.3 0.1
H 0.1 -0.6 0.0
C -0.1 0.3 -0.6
O 0.4 -0.3 0.0
N -0.1 0.2 0.1
N -0.4 0.1 0.4
H 0.0 -0.1 0.0
H 0.0 -0.1 -0.1
H 0.0 -0.2 0.0
H 0.0 -0.1 0.0
C 0.1 0.2 0.0
O 0.0 -0.2 -0.1
N -0.1 -0.1 0.2
N -0.1 -0.2 -0.1
H 0.0 0.1 0.0
H -0.1 0.0 0.0
H 0.0 0.1 0.0
H 0.1 0.2 0.1
C -0.1 -0.2 0.2
O 0.1 0.0 0.1
N 0.0 0.0 0.0
N 0.0 0.2 -0.1
H -0.1 -0.1 -0.1
H 0.0 0.0 -0.1
H 0.0 -0.1 -0.2
H 0.1 0.0 0.1
C -0.2 0.0 -0.1
O 0.4 0.0 -0.2
N 0.2 0.3 0.0
N -0.1 -0.1 0.0
H -0.1 -0.1 0.0
H -0.3 -0.3 0.2
H 0.0 0.1 0.0
H 0.0 0.1 0.0
C 0.1 0.5 0.5
O 0.0 0.0 -0.1
N -0.3 -0.1 0.0
N 0.2 0.2 0.0
H 0.0 0.1 0.1
H 0.0 0.1 0.0
H 0.2 -0.1 -0.1
H -0.4 -0.1 0.0
C 0.2 0.0 -0.1
O -0.1 -0.2 0.0
N -0.1 0.0 0.2
N 0.0 -0.1 -0.1
H 0.0 0.0 0.0
H -0.1 0.0 0.0
H 0.1 0.2 -0.1
H 0.0 0.0 -0.1
C 0.0 -0.1 0.0
O 0.0 0.1 -0.1
N 0.0 0.1 -0.1
N 0.1 0.1 -0.1
H 0.0 0.0 0.0
H 0.1 0.0 0.0
H 0.0 0.0 0.0
H 0.0 0.0 0.0
C 0.2 0.4 -0.1
O -0.1 -0.3 -0.1
N -0.1 -0.1 0.1
N -0.2 0.0 0.1
H 0.0 0.0 0.0
H 0.0 0.0 0.1
H 0.0 -0.1 0.0
H 0.0 0.1 0.0
C 0.0 0.1 -0.2
O 0.0 0.0 0.0
N -0.1 0.1 0.2
N 0.1 -0.1 0.0
H 0.0 0.0 0.0
H 0.0 -0.1 -0.1
H 0.0 0.0 0.1
H 0.0 0.0 0.0
C -0.2 -0.1 0.1
O 0.2 -0.2 0.0
N 0.1 0.1 -0.2
N 0.1 0.0 0.1
H 0.0 0.0 0.0
H 0.0 0.0 0.1
H 0.0 0.1 0.0
H 0.0 0.0 0.0
C -0.2 -0.1 -0.2
O -0.1 0.0 0.2
N 0.0 0.1 0.1
N 0.1 -0.1 0.1
H 0.0 0.0 0.0
H 0.1 0.0 0.0
H 0.0 0.1 0.0
H 0.0 0.0 0.0
C 0.0 0.2 -0.2
O 0.1 0.0 0.0
N 0.0 0.0 0.1
N 0.1 0.0 -0.1
H 0.0 0.1 0.0
H 0.0 -0.1 0.0
H 0.0 0.0 0.1
H 0.1 0.0 0.0
C -0.2 -0.1 0.0
O 0.1 -0.1 -0.1
N 0.0 0.0 0.0
N 0.1 -0.1 0.1
H -0.1 0.0 -0.1
H 0.1 0.0 -0.1
H 0.0 0.1 0.0
H 0.0 0.0 0.0
C -0.1 0.0 0.0
O 0.1 0.0 -0.1
N 0.0 0.1 0.0
N 0.1 0.2 0.0
H -0.1 0.0 0.0
H 0.0 0.0 0.0
H 0.1 -0.6 -0.2
H -0.1 -0.1 0.0
C 0.0 0.2 0.2
O -0.1 0.0 -0.2
N 0.0 -0.1 -0.1
N 0.1 -0.1 -0.1
H 0.0 0.0 0.0
H 0.0 -0.1 0.0
H 0.0 0.0 0.1
H 0.0 0.0 0.0
C -0.1 -0.2 0.1
O 0.0 0.0 0.0
N 0.0 0.1 0.0
N 0.1 0.0 -0.1
H 0.0 0.0 0.1
H 0.0 0.1 0.0
H 0.0 0.1 0.0
H 0.0 0.0 0.0